Record 1
Density functional theory data (the ωB97M-V functional and the def2-TZVPD basis) for C21H26FeNO2 as an isolated structure in a non-equilibrium geometry.

```
51
C21H26FeNO2 (the ωB97M-V functional and the def2-TZVPD basis)
C 6.0288 -1.0001 1.8722
O 4.9972 -0.5450 2.7778
C 3.6960 -0.7892 2.4293
C 2.7184 -0.0803 3.1714
C 1.4363 -0.0096 2.6727
C 1.0820 -0.5929 1.4543
C -0.2955 -0.2730 0.9204
C -0.9620 -1.3017 0.0470
C -1.7402 -2.3570 0.6670
C -2.3517 -3.1602 -0.3780
C -1.8974 -2.6444 -1.6552
C -1.0588 -1.4692 -1.3931
Fe -2.8128 -1.2345 -0.5804
C -3.3548 0.6563 -0.2428
C -4.0053 -0.2993 0.6489
C -4.7294 -1.2555 -0.1745
C -4.4954 -0.9192 -1.5668
C -3.6144 0.2327 -1.6142
C 1.9951 -1.4605 0.8233
C 3.3095 -1.5646 1.2896
H 6.9408 -0.6150 2.3177
H 6.0448 -2.0985 1.8405
H 5.8894 -0.5890 0.8594
H 3.0192 0.4362 4.0935
H 0.6659 0.5230 3.2289
H -0.9829 -0.0056 1.7453
H -1.7823 -2.5032 1.7533
H -2.9636 -4.0471 -0.2000
H -2.0815 -3.1112 -2.6239
H -0.5464 -0.8751 -2.1408
H -2.9269 1.6089 0.0477
H -4.0098 -0.2531 1.7350
H -5.3929 -2.0360 0.1980
H -4.9513 -1.4002 -2.4268
H -3.2616 0.7477 -2.5059
H 1.6986 -2.0484 -0.0386
H 4.0692 -2.1950 0.7865
C 1.0051 4.2735 -2.0771
C 0.3037 2.9362 -1.9759
O 0.7441 2.1937 -3.1290
C 0.6406 2.2972 -0.6391
N -0.0983 1.0359 -0.2212
H 0.7548 4.9071 -1.2158
H 2.0985 4.1223 -2.0500
H 0.7374 4.8155 -2.9933
H -0.7866 3.0934 -2.0321
H 0.4667 1.2664 -3.0429
H 1.7371 2.1134 -0.5868
H 0.3743 3.0283 0.1530
H -0.3609 1.3803 0.7984
H -0.9911 1.0654 -0.8270
```

Computed properties:
E_HOMO (alpha / beta) = -0.540 / -3.457 eV
2S+1 = 5
<S²> = 6.040
gap between HOMO and LUMO (alpha / beta) = 3.34 / 4.22 eV
charge = -1
ΔE to the lowest compared entry with this formula, charge and spin = 2.01 kJ/mol

Atomic charges from the Löwdin analysis, expressed in e, are listed below: number 1, C, carries -0.08; number 2, O, carries -0.08; number 3, C, carries -0.29; number 4, C, carries -0.07; number 5, C, carries -0.12; number 6, C, carries -0.19; number 7, C, carries -0.18; number 8, C, carries -0.32; number 9, C, carries -0.11; number 10, C, carries -0.17; number 11, C, carries -0.16; number 12, C, carries -0.14; number 13, Fe, carries 0.13; number 14, C, carries -0.21; number 15, C, carries -0.18; number 16, C, carries -0.18; number 17, C, carries -0.19; number 18, C, carries -0.19; number 19, C, carries -0.06; number 20, C, carries -0.07; number 21, H, carries 0.08; number 22, H, carries 0.09; number 23, H, carries 0.10; number 24, H, carries 0.10; number 25, H, carries 0.08; number 26, H, carries 0.13; number 27, H, carries 0.12; number 28, H, carries 0.09; number 29, H, carries 0.09; number 30, H, carries 0.09; number 31, H, carries 0.08; number 32, H, carries 0.10; number 33, H, carries 0.10; number 34, H, carries 0.09; number 35, H, carries 0.10; number 36, H, carries 0.10; number 37, H, carries 0.09; number 38, C, carries -0.07; number 39, C, carries -0.45; number 40, O, carries -0.05; number 41, C, carries -0.17; number 42, N, carries 0.02; number 43, H, carries 0.08; number 44, H, carries 0.09; number 45, H, carries 0.08; number 46, H, carries 0.14; number 47, H, carries 0.08; number 48, H, carries 0.13; number 49, H, carries 0.11; number 50, H, carries 0.14; number 51, H, carries 0.12

Record 2
Density functional theory data (the ωB97M-V functional and the def2-TZVPD basis) for C29H34Cl2F10N3O10PS as an isolated structure in a non-equilibrium geometry.

```
90
C29H34Cl2F10N3O10PS (the ωB97M-V functional and the def2-TZVPD basis)
C 0.9623 5.0118 3.0857
C 0.8128 4.7230 1.4437
C 0.9764 3.0706 1.1985
C 0.2298 2.5627 -0.1506
Cl 0.7637 3.9848 -1.2976
O -1.1328 2.9177 0.0365
C -2.1163 1.9403 0.3998
C -2.9683 2.7118 1.5935
C -2.0876 3.5951 2.6875
F -3.0906 3.8847 3.7886
O -3.0415 1.9502 -0.7498
N -4.3270 1.9567 -0.4881
O -4.9458 2.9071 -0.9261
C -1.5310 0.4305 0.7913
C -2.7890 -0.5602 0.8740
C -3.7375 -1.1193 -0.2790
O -3.9849 -0.8148 -1.5339
Cl -4.8787 -2.5398 0.2802
N -1.0579 0.6299 2.2114
C -1.6399 0.1184 3.2853
C -1.2423 -1.4239 3.8410
C -2.6899 0.8009 4.3748
N -0.3125 -0.0284 -0.0538
S 0.7582 -0.6258 1.2702
C -0.4318 -1.3773 -0.6558
O -1.1787 -1.7128 -1.8191
C -1.4591 -3.1565 -1.8981
C -0.4119 -4.3764 -1.5757
O -2.7236 -3.5197 -2.2431
C 0.5624 1.0357 -0.7532
C 2.1678 0.9377 -0.4772
C 3.2423 -0.0366 -1.1212
C 3.4163 -1.5769 -0.6400
C 3.1148 -2.7582 -1.7852
C 3.2291 -4.3700 -1.5135
C 3.6655 -4.9022 -0.0260
C 4.0174 -3.7589 1.1081
C 3.9104 -2.1125 0.8389
C 0.4960 1.0095 -2.4264
F 1.6642 1.7448 -3.0726
F 0.9710 -0.3215 -3.0084
C -0.7267 1.4096 -3.3316
F -0.3816 0.6902 -4.6543
F -2.0450 0.7034 -3.1283
C -1.0818 2.8456 -3.9489
F -1.6295 2.6134 -5.3628
F 0.0653 3.7517 -4.3266
C -2.3630 3.7067 -3.4168
F -3.6967 3.0192 -3.6129
F -2.2415 4.4543 -2.1716
F -2.4648 4.8113 -4.4614
H 2.0875 5.2501 3.3136
H 0.5911 4.1204 3.7441
H 0.3639 6.0119 3.3428
H 1.7338 5.3269 0.9817
H -0.1726 5.1718 1.0324
H 2.1709 3.0486 1.1852
H 0.6641 2.5817 2.2048
H -3.8082 2.0622 2.0823
H -3.5576 3.6573 1.1427
H -1.2169 3.0336 3.2012
H -1.8304 4.6870 2.3070
H -2.4042 -1.5843 1.3632
H -3.6219 -0.0356 1.5608
H -1.0216 -2.1620 2.9460
H -2.1611 -1.9129 4.4251
H -0.3588 -1.3945 4.6146
H -2.1255 1.7589 4.7820
H -3.7583 1.0019 3.9598
H -2.8576 0.1354 5.3523
H 1.1603 -1.9188 1.1625
H -0.7213 -2.2114 0.1555
H 0.6894 -1.7084 -0.9249
H 0.4330 -4.0296 -0.8074
H -1.0355 -5.2053 -0.9848
H 0.0504 -4.8995 -2.5151
H 2.5754 1.0249 0.6427
H 2.5912 2.0178 -0.8130
H 4.3027 0.4431 -0.8119
H 3.3533 -0.0376 -2.3121
H 2.7767 -2.3927 -2.8701
H 2.9423 -5.0799 -2.4266
H 3.6994 -6.0652 0.1420
H 4.3357 -4.1782 2.1794
H 4.1718 -1.3408 1.6824
O 5.8031 -9.2270 -2.8185
P 5.0686 -8.0027 -2.2479
O 6.0926 -7.0205 -1.6560
O 4.0967 -8.4563 -1.1461
O 4.2812 -7.3075 -3.3708
```

Computed properties:
E_HOMO = -0.395 eV
gap between HOMO and LUMO = 1.38 eV
charge = -2
ΔE to the lowest compared entry with this formula, charge and spin = 1725.38 kJ/mol

Atomic charges from the Löwdin analysis, expressed in e, are listed below: number 1, C, carries -0.15; number 2, C, carries -0.29; number 3, C, carries -0.18; number 4, C, carries -0.52; number 5, Cl, carries 0.74; number 6, O, carries -0.12; number 7, C, carries -0.26; number 8, C, carries -0.04; number 9, C, carries -0.10; number 10, F, carries -0.18; number 11, O, carries -0.08; number 12, N, carries -0.07; number 13, O, carries 0.05; number 14, C, carries -0.30; number 15, C, carries -0.08; number 16, C, carries -0.57; number 17, O, carries -0.07; number 18, Cl, carries 0.49; number 19, N, carries -0.13; number 20, C, carries -0.39; number 21, C, carries -0.14; number 22, C, carries -0.10; number 23, N, carries -0.29; number 24, S, carries 0.78; number 25, C, carries -0.30; number 26, O, carries -0.08; number 27, C, carries -0.24; number 28, C, carries -0.01; number 29, O, carries -0.04; number 30, C, carries -0.16; number 31, C, carries -0.25; number 32, C, carries -0.21; number 33, C, carries -0.17; number 34, C, carries -0.04; number 35, C, carries -0.07; number 36, C, carries -0.05; number 37, C, carries -0.07; number 38, C, carries -0.05; number 39, C, carries -0.08; number 40, F, carries -0.05; number 41, F, carries -0.01; number 42, C, carries -0.06; number 43, F, carries -0.02; number 44, F, carries 0.03; number 45, C, carries -0.07; number 46, F, carries -0.01; number 47, F, carries 0.00; number 48, C, carries -0.14; number 49, F, carries 0.03; number 50, F, carries 0.04; number 51, F, carries -0.01; number 52, H, carries 0.07; number 53, H, carries 0.07; number 54, H, carries 0.08; number 55, H, carries 0.10; number 56, H, carries 0.08; number 57, H, carries 0.13; number 58, H, carries 0.10; number 59, H, carries 0.11; number 60, H, carries 0.14; number 61, H, carries 0.08; number 62, H, carries 0.12; number 63, H, carries 0.13; number 64, H, carries 0.15; number 65, H, carries 0.04; number 66, H, carries 0.06; number 67, H, carries 0.07; number 68, H, carries 0.07; number 69, H, carries 0.06; number 70, H, carries 0.07; number 71, H, carries -0.10; number 72, H, carries 0.14; number 73, H, carries 0.13; number 74, H, carries 0.08; number 75, H, carries 0.11; number 76, H, carries 0.11; number 77, H, carries 0.09; number 78, H, carries 0.12; number 79, H, carries 0.13; number 80, H, carries 0.12; number 81, H, carries 0.09; number 82, H, carries 0.09; number 83, H, carries 0.08; number 84, H, carries 0.08; number 85, H, carries 0.08; number 86, O, carries -0.23; number 87, P, carries -0.11; number 88, O, carries -0.21; number 89, O, carries -0.24; number 90, O, carries -0.23

Record 3
Density functional theory data (the ωB97M-V functional and the def2-TZVPD basis) for a 2-piece molecular cluster, C4H4N2O2 overall in a non-equilibrium geometry.

```
12
C4H4N2O2 (the ωB97M-V functional and the def2-TZVPD basis)
C -3.2827 0.3847 -0.5248
C -0.7656 0.8413 0.7842
C 0.4463 0.2214 0.3567
C -2.1562 -0.4393 -0.3485
N -4.1521 1.1115 -0.7041
N -2.0928 -1.2432 0.7423
O -1.3049 1.6545 1.3989
O -1.0991 -1.9945 0.8565
H 0.6248 0.3967 -0.7058
H 0.3096 -0.8833 0.4873
H 1.2963 0.5589 0.9478
H -1.5315 -0.6033 -1.2264
```

Computed properties:
E_HOMO (alpha / beta) = -9.151 / -9.150 eV
gap between HOMO and LUMO (alpha / beta) = 8.41 / 8.41 eV
charge = 0
ΔE to the lowest compared entry with this formula, charge and spin = 505.74 kJ/mol

Atomic charges from the Löwdin analysis, expressed in e, are listed below: number 1, C, carries -0.24; number 2, C, carries -0.18; number 3, C, carries -0.01; number 4, C, carries -0.23; number 5, N, carries 0.16; number 6, N, carries -0.09; number 7, O, carries 0.25; number 8, O, carries -0.12; number 9, H, carries 0.12; number 10, H, carries 0.09; number 11, H, carries 0.11; number 12, H, carries 0.13